[1]
{
  "formula": "C39H40Cl5N7O2S3Ti",
  "method": "the ωB97M-V functional and the def2-TZVPD basis",
  "spin_multiplicity": 2,
  "de_lowest_kcal_mol": 0.0,
  "total_charge": 1,
  "homo_ev": [-10.253, -10.670],
  "orbital_gap_ev": [7.180, 7.414],
  "s_squared": 0.76,
  "species": ["Ti", "N", "C", "C", "C", "C", "C", "C", "S", "N", "C", "C", "C", "C", "C", "C", "N", "H", "H", "H", "H", "H", "H", "H", "H", "H", "Cl", "C", "C", "C", "Cl", "C", "Cl", "C", "Cl", "C", "Cl", "C", "C", "C", "C", "C", "C", "C", "S", "O", "O", "N", "C", "C", "C", "C", "C", "N", "H", "H", "H", "H", "H", "H", "H", "H", "H", "H", "H", "C", "C", "C", "C", "N", "C", "S", "N", "C", "C", "C", "C", "H", "H", "H", "H", "H", "H", "H", "H", "H", "H", "H", "H", "H", "H", "H", "H", "H", "H", "H", "H"],
  "xyz": [[-1.038, -0.183, -0.480], [-3.637, 2.502, 1.466], [-2.854, 3.097, 2.496], [-3.379, 3.308, 3.759], [-2.564, 3.845, 4.746], [-1.231, 4.127, 4.484], [-0.704, 3.883, 3.224], [-1.527, 3.397, 2.221], [-0.992, 3.148, 0.562], [-1.822, 1.670, 0.274], [-3.068, 1.626, 0.613], [-3.900, 0.584, -0.047], [-5.272, 0.489, 0.083], [-5.942, -0.431, -0.712], [-5.222, -1.229, -1.580], [-3.843, -1.114, -1.597], [-3.203, -0.219, -0.850], [-4.609, 2.363, 1.686], [-4.411, 3.057, 3.974], [-2.972, 4.027, 5.732], [-0.599, 4.530, 5.264], [0.340, 4.081, 3.010], [-5.833, 1.109, 0.767], [-7.018, -0.520, -0.645], [-5.708, -1.950, -2.222], [-3.225, -1.761, -2.206], [-2.524, -0.923, 2.451], [-2.109, -2.374, 1.552], [-1.591, -2.227, 0.275], [-1.437, -3.414, -0.422], [-0.976, -3.330, -2.108], [-1.650, -4.676, 0.129], [-1.395, -6.110, -0.783], [-2.083, -4.770, 1.454], [-2.327, -6.303, 2.182], [-2.344, -3.599, 2.171], [-2.942, -3.698, 3.778], [2.887, -2.532, -7.397], [2.427, -1.845, -6.143], [3.282, -1.001, -5.438], [2.878, -0.391, -4.262], [1.600, -0.638, -3.784], [0.718, -1.459, -4.477], [1.137, -2.055, -5.652], [1.087, 0.083, -2.270], [0.918, -0.979, -1.254], [2.008, 1.138, -1.953], [-0.447, 0.523, -2.368], [-0.892, 1.656, -3.086], [-0.073, 2.406, -3.931], [-0.634, 3.480, -4.599], [-1.972, 3.783, -4.409], [-2.696, 2.979, -3.548], [-2.181, 1.935, -2.899], [3.697, -1.984, -7.876], [2.073, -2.641, -8.112], [3.257, -3.533, -7.164], [4.280, -0.816, -5.818], [3.540, 0.271, -3.720], [-0.286, -1.608, -4.106], [0.454, -2.690, -6.202], [0.975, 2.173, -4.060], [-0.023, 4.079, -5.263], [-2.445, 4.614, -4.914], [-3.748, 3.178, -3.368], [2.215, -2.052, 4.382], [1.559, -3.335, 3.880], [1.925, -3.738, 2.453], [1.500, -2.739, 1.385], [2.429, -1.617, 1.257], [2.132, -0.321, 1.272], [0.538, 0.265, 1.569], [3.153, 0.530, 1.158], [3.107, 1.987, 1.013], [4.120, 2.676, 1.927], [3.601, 3.007, 3.324], [3.137, 1.796, 4.126], [2.026, -1.914, 5.447], [1.830, -1.169, 3.868], [3.301, -2.079, 4.243], [0.470, -3.234, 3.943], [1.819, -4.162, 4.546], [1.439, -4.690, 2.220], [3.002, -3.932, 2.372], [0.526, -2.322, 1.623], [1.417, -3.218, 0.407], [3.396, -1.865, 1.106], [4.074, 0.124, 1.080], [2.090, 2.302, 1.238], [3.292, 2.228, -0.034], [4.457, 3.591, 1.437], [5.015, 2.046, 2.014], [2.778, 3.724, 3.230], [4.387, 3.531, 3.871], [2.279, 1.305, 3.661], [2.840, 2.085, 5.135], [3.937, 1.055, 4.217]],
  "forces_ev_per_a": [[0.74, -0.67, 0.19], [0.06, 0.09, 0.21], [-0.03, -0.02, -0.05], [0.00, 0.01, 0.03], [-0.03, 0.00, 0.01], [0.01, 0.01, 0.01], [0.05, 0.01, 0.00], [-0.02, 0.01, 0.00], [0.07, -0.07, 0.06], [-0.05, 0.04, -0.12], [-0.23, -0.04, -0.29], [-0.04, 0.28, 0.14], [-0.08, -0.08, -0.16], [-0.13, 0.10, 0.14], [0.09, -0.10, -0.11], [-0.03, 0.01, 0.03], [0.13, -0.16, -0.01], [-0.02, 0.02, 0.01], [0.03, 0.00, -0.01], [0.01, -0.01, -0.02], [-0.01, 0.00, -0.02], [-0.03, 0.00, 0.01], [0.01, 0.03, 0.00], [0.01, -0.01, -0.01], [0.00, 0.01, 0.03], [0.00, 0.00, -0.02], [0.10, -0.05, 0.02], [-0.08, 0.07, 0.18], [-0.12, 0.34, -0.16], [0.10, -0.10, -0.17], [0.02, 0.00, 0.05], [-0.05, -0.03, 0.16], [0.02, 0.03, -0.03], [0.02, 0.16, -0.07], [0.00, -0.02, 0.01], [0.04, -0.14, -0.08], [0.01, 0.05, 0.00], [0.01, 0.01, 0.00], [0.01, 0.01, 0.00], [0.02, -0.01, -0.03], [0.05, 0.00, 0.04], [-0.11, -0.04, 0.03], [0.04, 0.03, -0.05], [-0.01, 0.00, 0.00], [-0.18, 0.07, -0.27], [-0.16, 0.15, 0.16], [0.11, -0.06, 0.01], [-0.03, 0.32, 0.26], [-0.10, -0.11, 0.02], [0.01, 0.04, -0.06], [0.09, -0.02, -0.01], [-0.06, 0.01, 0.00], [0.00, -0.04, 0.04], [0.05, 0.02, -0.02], [-0.01, 0.00, 0.01], [0.00, 0.01, 0.01], [0.00, 0.00, 0.00], [-0.02, 0.00, 0.01], [-0.03, -0.02, -0.01], [-0.01, 0.00, 0.00], [0.01, 0.01, 0.01], [-0.04, -0.02, 0.03], [-0.01, -0.02, 0.02], [0.02, -0.02, 0.01], [0.02, -0.02, 0.01], [0.03, 0.04, 0.01], [-0.05, -0.02, 0.03], [0.06, -0.05, -0.01], [0.03, 0.09, -0.02], [-0.09, -0.07, 0.07], [0.11, -0.01, -0.04], [-0.25, 0.06, -0.13], [-0.06, 0.00, -0.01], [-0.04, -0.04, 0.03], [0.06, -0.06, 0.01], [-0.02, 0.03, 0.02], [-0.03, -0.05, 0.01], [0.00, -0.01, -0.03], [0.00, -0.05, 0.02], [-0.04, -0.01, 0.00], [0.02, 0.01, -0.01], [0.03, 0.02, -0.01], [-0.02, 0.02, 0.00], [-0.02, 0.03, 0.03], [0.03, 0.00, 0.01], [0.02, -0.01, -0.02], [0.00, -0.02, -0.03], [0.02, 0.01, -0.02], [-0.02, 0.02, 0.00], [0.03, -0.03, -0.01], [-0.05, 0.02, 0.01], [-0.02, 0.02, -0.03], [-0.01, -0.03, -0.01], [0.01, -0.02, 0.00], [0.02, 0.04, 0.02], [0.02, 0.00, -0.03], [-0.02, 0.03, 0.00]]
}



[2]
{
  "formula": "C3H7OS",
  "method": "the ωB97M-V functional and the def2-TZVPD basis",
  "spin_multiplicity": 1,
  "de_lowest_kcal_mol": 38.1,
  "total_charge": -1,
  "homo_ev": -2.446,
  "orbital_gap_ev": 6.360,
  "species": ["O", "C", "H", "H", "C", "C", "S", "H", "H", "H", "H", "H"],
  "xyz": [[3.109, 0.668, -0.374], [2.191, 0.051, -0.889], [2.034, -0.098, -1.905], [1.522, -0.610, -0.222], [-0.882, 1.247, -0.322], [-1.720, 0.524, 0.649], [-1.228, -1.342, 0.498], [0.181, 1.117, -0.045], [-1.083, 0.984, -1.384], [-1.050, 2.314, -0.027], [-1.571, 0.915, 1.652], [-2.796, 0.578, 0.329]],
  "forces_ev_per_a": [[-0.73, 0.00, -1.12], [0.57, -1.47, 4.52], [-0.19, 0.38, -2.51], [0.38, 0.98, -0.85], [0.88, 1.90, 0.33], [-0.94, -3.11, -0.69], [-0.45, 1.19, 0.46], [-0.44, -0.23, -0.48], [0.20, 0.37, 0.80], [0.04, -0.02, -1.20], [-0.14, -0.14, 0.12], [0.81, 0.14, 0.62]]
}



[3]
{
  "formula": "C5H6FN",
  "method": "the ωB97M-V functional and the def2-TZVPD basis",
  "spin_multiplicity": 1,
  "de_lowest_kcal_mol": 68.6,
  "total_charge": 0,
  "homo_ev": -8.213,
  "orbital_gap_ev": 8.610,
  "smiles": "CC1=C(F)C=NC1",
  "species": ["C", "C", "C", "F", "C", "N", "C", "H", "H", "H", "H", "H", "H"],
  "xyz": [[-1.250, -1.377, 0.004], [-0.360, -0.251, -0.003], [1.261, -0.417, -0.008], [1.982, -1.540, 0.199], [1.727, 0.919, -0.044], [0.803, 1.804, 0.071], [-0.491, 1.188, -0.083], [-1.698, -1.383, 1.123], [-0.830, -2.409, -0.126], [-1.986, -1.159, -0.643], [2.670, 1.332, -0.049], [-0.646, 1.563, -1.053], [-1.182, 1.730, 0.611]],
  "forces_ev_per_a": [[0.63, -1.66, 4.92], [8.88, -1.45, -0.30], [-6.67, 0.14, 0.40], [-0.62, 0.84, -0.53], [-1.38, 0.07, 0.92], [0.16, 0.71, -0.62], [0.15, 0.65, 2.32], [0.47, -0.19, -2.38], [-0.06, 1.26, -0.16], [-3.08, 0.12, -2.22], [2.44, 0.06, -0.06], [-1.06, 0.26, -1.74], [0.15, -0.80, -0.55]]
}



| no. | molecular weight (g mol⁻¹) |
| --- | --- |
| 1 | 960.1 |
| 2 | 91.2 |
| 3 | 99.1 |